(1)
The following is a DFT calculation (ωB97M-V/def2-TZVPD) of the molecule C24H31FN4O.

Element x y z (Å)
1 O -1.7903 -0.7475 2.6608
2 C -1.6331 0.3459 2.1518
3 N -2.2345 0.7025 0.9947
4 C -3.0334 -0.2021 0.2084
5 C -2.2879 -0.7746 -1.0412
6 C -2.0224 -2.2594 -0.9218
7 C -1.5973 -2.8732 0.2539
8 C -1.3260 -4.2321 0.2431
9 C -1.4968 -4.9362 -0.9384
10 N -1.9329 -4.3733 -2.0527
11 C -2.1912 -3.0794 -2.0357
12 N -1.1090 0.0431 -1.3150
13 C 0.1372 -0.3037 -0.6584
14 C 1.0162 -1.2960 -1.4466
15 N 1.2491 -0.8107 -2.7915
16 C 2.3632 -0.0488 -3.0907
17 C 2.3215 1.0360 -3.9767
18 C 3.4655 1.7324 -4.3163
19 C 4.6748 1.3597 -3.7654
20 F 5.7966 2.0481 -4.0881
21 C 4.7591 0.2916 -2.8912
22 C 3.6149 -0.4047 -2.5656
23 C -0.0169 -0.5931 -3.4573
24 C -0.8693 0.4312 -2.6910
25 C -0.8033 1.4438 2.7975
26 C -1.6521 2.0940 3.8978
27 C -0.8525 3.1603 4.6390
28 C 0.4107 2.5547 5.2425
29 C 1.2645 1.9170 4.1513
30 C 0.4716 0.8522 3.4018
31 H -1.9619 1.5585 0.5395
32 H -3.9221 0.3396 -0.1270
33 H -3.3483 -1.0122 0.8679
34 H -2.9579 -0.6412 -1.8977
35 H -1.4923 -2.3137 1.1722
36 H -0.9939 -4.7319 1.1395
37 H -1.2904 -5.9964 -1.0003
38 H -2.5644 -2.6735 -2.9697
39 H -0.0693 -0.7087 0.3306
40 H 0.7074 0.6276 -0.5394
41 H 1.9552 -1.4258 -0.9130
42 H 0.5217 -2.2701 -1.5165
43 H 1.3890 1.3589 -4.4105
44 H 3.4203 2.5671 -4.9982
45 H 5.7157 0.0064 -2.4825
46 H 3.7024 -1.2567 -1.9104
47 H 0.1467 -0.2787 -4.4873
48 H -0.5369 -1.5571 -3.4775
49 H -1.8226 0.5917 -3.1974
50 H -0.3298 1.3862 -2.6635
51 H -0.5385 2.2006 2.0514
52 H -1.9663 1.3173 4.5978
53 H -2.5503 2.5343 3.4577
54 H -1.4696 3.5995 5.4252
55 H -0.5771 3.9579 3.9445
56 H 0.9832 3.3265 5.7610
57 H 0.1320 1.7938 5.9744
58 H 2.1568 1.4674 4.5908
59 H 1.5909 2.6886 3.4492
60 H 0.1886 0.0473 4.0823
61 H 1.0858 0.4190 2.6081

Values from the calculation:
Orbital gap ... 7.94 eV
LUMO ... 0.5 eV
Energy relative to the best compared isomer or geometry (same formula, charge and spin) ... 0.0 kcal per mole
E_tot ... -36117.1676 eV
SMILES ... O=C(NC[C@H](c1cccnc1)N1CCN(c2ccc(F)cc2)CC1)C1CCCCC1
HOMO level ... -7.40 eV

---

(2)
The following is a DFT calculation (ωB97M-V/def2-TZVPD) of the molecule C24H31N3O6S.

Element x y z (Å)
1 C 0.5220 2.5655 3.4346
2 C 1.3407 3.6813 2.7909
3 O 1.1973 3.7233 1.3877
4 C 1.9100 2.8669 0.6069
5 C 2.8492 1.9505 1.0441
6 C 3.5399 1.1582 0.1385
7 C 3.3194 1.2727 -1.2200
8 C 4.0698 0.4138 -2.2060
9 C 3.1231 -0.4186 -3.0848
10 N 2.1171 -1.0723 -2.2819
11 C 2.0885 -2.3903 -2.0519
12 O 2.7995 -3.2106 -2.5965
13 C 1.0286 -2.7902 -1.0063
14 N 1.2547 -2.1883 0.2871
15 C 2.5388 -2.4155 0.9051
16 S 0.3910 -0.8210 0.6527
17 O 0.9206 -0.2837 1.8687
18 O 0.2752 0.0519 -0.4910
19 C -1.2265 -1.5052 0.9681
20 C -1.3693 -2.4257 1.9890
21 C -2.6171 -2.9572 2.2528
22 C -3.7162 -2.5614 1.4921
23 C -3.5629 -1.6363 0.4510
24 C -2.3075 -1.1108 0.2017
25 C -4.7742 -1.2888 -0.3627
26 C -6.0129 -1.2705 0.5282
27 C -6.1578 -2.5575 1.3105
28 O -7.2107 -3.0802 1.5855
29 N -4.9716 -3.0874 1.7448
30 C 2.3662 2.1862 -1.6647
31 C 1.6561 2.9743 -0.7790
32 O 0.7270 3.9115 -1.1332
33 C 0.0553 3.7742 -2.3661
34 C -0.8984 2.5818 -2.3717
35 H 0.7958 1.5977 3.0217
36 H -0.5354 2.7294 3.2417
37 H 0.6885 2.5596 4.5088
38 H 2.3984 3.6000 3.0711
39 H 0.9732 4.6560 3.1287
40 H 3.0426 1.8190 2.0958
41 H 4.2629 0.4469 0.5114
42 H 4.6849 1.0396 -2.8577
43 H 4.7349 -0.2583 -1.6608
44 H 3.6778 -1.1952 -3.6161
45 H 2.6216 0.2230 -3.8151
46 H 1.5171 -0.4637 -1.7320
47 H 0.0399 -2.4743 -1.3452
48 H 1.0449 -3.8806 -0.9042
49 H 3.3646 -2.1623 0.2350
50 H 2.6243 -3.4652 1.1931
51 H 2.5841 -1.7835 1.7880
52 H -0.5046 -2.7065 2.5672
53 H -2.7496 -3.6757 3.0477
54 H -2.1508 -0.3903 -0.5860
55 H -4.6414 -0.3226 -0.8496
56 H -4.9024 -2.0427 -1.1467
57 H -6.9211 -1.1119 -0.0526
58 H -5.9331 -0.4599 1.2590
59 H -5.0387 -3.8824 2.3680
60 H 2.1880 2.2722 -2.7252
61 H -0.5026 4.7087 -2.4758
62 H 0.7659 3.7059 -3.2001
63 H -0.3727 1.6820 -2.0586
64 H -1.3124 2.4360 -3.3664
65 H -1.7095 2.7586 -1.6695

Values from the calculation:
Orbital gap ... 8.08 eV
LUMO ... 0.3 eV
Energy relative to the best compared isomer or geometry (same formula, charge and spin) ... 40.3 kcal per mole
E_tot ... -52982.4467 eV
SMILES ... CCOc1ccc(CCNC(=O)CN(C)S(=O)(=O)c2ccc3c(c2)CCC(=O)N3)cc1OCC
HOMO level ... -7.78 eV

---

(3)
The following is a DFT calculation (ωB97M-V/def2-TZVPD) of the molecule C24H31N5OS.

Element x y z (Å)
1 C -0.9577 -5.1461 1.1236
2 C -0.4046 -3.9305 0.4463
3 C 0.9840 -3.7729 0.3357
4 C 1.5593 -2.6827 -0.2800
5 C 3.0461 -2.5117 -0.3604
6 C 0.7073 -1.7036 -0.8189
7 N 1.2070 -0.6098 -1.4726
8 C 0.4736 0.4431 -1.9398
9 O 1.0381 1.3836 -2.4972
10 C -0.9620 0.3711 -1.7063
11 C -1.7882 1.5860 -2.0598
12 N -2.1780 2.3472 -0.8772
13 C -3.5924 2.3688 -0.5490
14 C -4.0835 1.0423 -0.0402
15 C -3.6390 0.5373 1.1792
16 C -4.0727 -0.7112 1.5890
17 C -4.9368 -1.4134 0.7609
18 N -5.3752 -0.9416 -0.3936
19 C -4.9615 0.2539 -0.7770
20 C -1.2693 2.9129 -0.0369
21 S -1.7063 3.4644 1.4714
22 N -0.0062 3.0625 -0.4739
23 C 1.1116 3.2450 0.4237
24 C 1.4764 1.9285 1.1344
25 C 2.9514 1.8011 1.5263
26 N 3.7083 0.9755 0.5898
27 C 3.9088 1.6330 -0.6900
28 C 4.9863 0.5980 1.1658
29 C -1.4961 -0.7444 -1.1563
30 C -0.6875 -1.8202 -0.6882
31 C -1.2271 -2.9497 -0.0583
32 H -2.0440 -5.1372 1.1109
33 H -0.6098 -6.0493 0.6243
34 H -0.6212 -5.1884 2.1587
35 H 1.6240 -4.5361 0.7554
36 H 3.5476 -3.3167 0.1695
37 H 3.3420 -1.5625 0.0882
38 H 3.3833 -2.5270 -1.3975
39 H 2.2119 -0.5229 -1.5715
40 H -1.2233 2.2165 -2.7566
41 H -2.7086 1.2699 -2.5531
42 H -4.1538 2.6659 -1.4411
43 H -3.7260 3.1279 0.2281
44 H -2.9663 1.1227 1.7879
45 H -3.7468 -1.1307 2.5282
46 H -5.2994 -2.3977 1.0288
47 H -5.3538 0.5967 -1.7276
48 H 0.2513 2.7055 -1.3864
49 H 0.8456 4.0036 1.1636
50 H 1.9455 3.6132 -0.1741
51 H 1.2271 1.0871 0.4866
52 H 0.8526 1.8415 2.0246
53 H 3.4009 2.8030 1.6342
54 H 3.0134 1.3058 2.4982
55 H 4.5130 0.9878 -1.3286
56 H 2.9539 1.8034 -1.1811
57 H 4.4309 2.5967 -0.5884
58 H 5.6203 1.4664 1.4006
59 H 4.8168 0.0352 2.0833
60 H 5.5237 -0.0381 0.4629
61 H -2.5646 -0.8306 -1.0299
62 H -2.3006 -3.0281 0.0313

Values from the calculation:
Orbital gap ... 7.81 eV
LUMO ... -0.1 eV
Energy relative to the best compared isomer or geometry (same formula, charge and spin) ... 1.9 kcal per mole
E_tot ... -45726.0086 eV
SMILES ... Cc1cc(C)c2[nH]c(=O)c(CN(Cc3cccnc3)C(=S)NCCCN(C)C)cc2c1
HOMO level ... -7.88 eV

---

(4)
The following is a DFT calculation (ωB97M-V/def2-TZVPD) of the molecule C24H31N5OS.

Element x y z (Å)
1 C 4.0831 -1.4964 1.3996
2 N 4.2372 -1.3014 -0.0159
3 C 5.4051 -0.9952 -0.6387
4 C 5.1946 -0.9702 -1.9904
5 C 3.8381 -1.2801 -2.1968
6 C 3.2718 -1.4859 -0.9616
7 C 1.8523 -1.8060 -0.6121
8 C 1.2030 -0.6279 0.0248
9 N 0.9344 -0.5450 1.3043
10 N 0.4469 0.6742 1.5600
11 C 0.4155 1.3231 0.4317
12 S -0.1003 2.9853 0.2348
13 C -1.9289 2.7629 0.1607
14 C -2.3263 1.3624 0.5943
15 O -2.6161 0.5433 -0.2669
16 N -2.3323 1.0850 1.9034
17 C -1.9498 2.0042 2.9515
18 C -3.1859 2.6126 3.6245
19 C -3.7176 1.7976 4.8092
20 C -3.5896 0.2767 4.6671
21 C -3.9040 -0.2674 3.2727
22 C -2.7015 -0.2491 2.3284
23 N 0.8947 0.5479 -0.5885
24 C 1.0023 0.9339 -1.9699
25 C -0.2728 0.6014 -2.7636
26 C -0.3886 -0.8716 -3.0343
27 C -1.2409 -1.6624 -2.2743
28 C -1.3067 -3.0278 -2.4944
29 C -0.5232 -3.6144 -3.4738
30 C 0.3207 -2.8298 -4.2428
31 C 0.3861 -1.4655 -4.0244
32 H 3.1373 -1.0796 1.7474
33 H 4.1008 -2.5623 1.6461
34 H 4.9042 -1.0054 1.9195
35 H 6.3002 -0.8152 -0.0763
36 H 5.9235 -0.7554 -2.7463
37 H 3.3384 -1.3711 -3.1421
38 H 1.8010 -2.6289 0.1037
39 H 1.3198 -2.0916 -1.5184
40 H -2.3705 3.5461 0.7727
41 H -2.2269 2.8955 -0.8800
42 H -1.3129 2.7864 2.5423
43 H -1.3435 1.4543 3.6731
44 H -2.9475 3.6175 3.9775
45 H -3.9662 2.7137 2.8665
46 H -3.1850 2.0942 5.7153
47 H -4.7685 2.0575 4.9540
48 H -2.5808 -0.0376 4.9418
49 H -4.2698 -0.1793 5.3899
50 H -4.2176 -1.3090 3.3657
51 H -4.7315 0.2864 2.8268
52 H -1.8339 -0.7107 2.8126
53 H -2.9360 -0.8142 1.4239
54 H 1.8689 0.4264 -2.3998
55 H 1.1740 2.0147 -1.9887
56 H -1.1460 0.9323 -2.1990
57 H -0.2324 1.1532 -3.7048
58 H -1.8527 -1.2015 -1.5135
59 H -1.9710 -3.6357 -1.8980
60 H -0.5724 -4.6801 -3.6427
61 H 0.9279 -3.2820 -5.0135
62 H 1.0403 -0.8525 -4.6297

Values from the calculation:
Orbital gap ... 8.62 eV
LUMO ... 0.6 eV
Energy relative to the best compared isomer or geometry (same formula, charge and spin) ... 21.5 kcal per mole
E_tot ... -45725.1582 eV
SMILES ... Cn1cccc1Cc1nnc(SCC(=O)N2CCCCCC2)n1CCc1ccccc1
HOMO level ... -8.04 eV

---

(5)
The following is a DFT calculation (ωB97M-V/def2-TZVPD) of the molecule C24H31NO3.

Element x y z (Å)
1 C -5.5702 -1.0423 -2.1839
2 C -6.6899 -0.0836 -1.7902
3 C -6.9862 -0.0967 -0.2835
4 C -6.3794 1.0787 0.4858
5 C -4.8544 1.1083 0.4536
6 O -4.3779 -0.0939 1.0255
7 C -3.0480 -0.3418 1.0354
8 C -2.0658 0.5352 0.5822
9 C -0.7304 0.1781 0.6496
10 C -0.3464 -1.0561 1.1596
11 C 1.0704 -1.5074 1.2205
12 O 1.3895 -2.6793 1.1319
13 N 1.9794 -0.5197 1.4161
14 C 3.3980 -0.7535 1.3350
15 C 3.9947 -0.2160 0.0097
16 C 3.6705 1.2728 -0.0306
17 C 4.3373 2.1513 0.8203
18 C 4.0311 3.4995 0.8459
19 C 3.0380 4.0054 0.0254
20 C 2.3579 3.1452 -0.8166
21 C 2.6694 1.7957 -0.8428
22 C 5.5205 -0.4302 -0.0186
23 C 5.8972 -1.9036 -0.1995
24 O 5.3200 -2.4661 -1.3496
25 C 3.9129 -2.4053 -1.2922
26 C 3.4025 -0.9661 -1.1958
27 C -1.3364 -1.9404 1.5886
28 C -2.6642 -1.5890 1.5387
29 H -5.3608 -0.9661 -3.2491
30 H -4.6539 -0.8324 -1.6391
31 H -5.8603 -2.0679 -1.9666
32 H -6.4346 0.9308 -2.1052
33 H -7.5905 -0.3709 -2.3370
34 H -6.6144 -1.0251 0.1507
35 H -8.0658 -0.0665 -0.1242
36 H -6.7456 2.0217 0.0746
37 H -6.6975 1.0147 1.5280
38 H -4.4899 1.9705 1.0309
39 H -4.4970 1.2066 -0.5791
40 H -2.3284 1.4988 0.1742
41 H 0.0053 0.8732 0.2681
42 H 1.6737 0.4389 1.4579
43 H 3.8924 -0.2660 2.1811
44 H 3.5341 -1.8325 1.4156
45 H 5.1106 1.7858 1.4784
46 H 4.5698 4.1570 1.5125
47 H 2.7966 5.0576 0.0440
48 H 1.5768 3.5231 -1.4606
49 H 2.1163 1.1549 -1.5110
50 H 5.9847 -0.0724 0.9002
51 H 5.9299 0.1394 -0.8562
52 H 6.9780 -1.9980 -0.3305
53 H 5.6012 -2.4804 0.6904
54 H 3.5585 -2.8628 -2.2184
55 H 3.5364 -2.9985 -0.4472
56 H 2.3143 -1.0030 -1.1325
57 H 3.6901 -0.4401 -2.1090
58 H -1.0345 -2.9071 1.9613
59 H -3.4355 -2.2624 1.8773

Values from the calculation:
Orbital gap ... 9.32 eV
LUMO ... 0.6 eV
Energy relative to the best compared isomer or geometry (same formula, charge and spin) ... 0.7 kcal per mole
E_tot ... -33024.4629 eV
SMILES ... CCCCCOc1ccc(C(=O)NCC2(c3ccccc3)CCOCC2)cc1
HOMO level ... -8.69 eV

---

(6)
The following is a DFT calculation (ωB97M-V/def2-TZVPD) of a structure of composition C24H32AgF4N8S3.

Element x y z (Å)
1 Ag -0.1305 -0.0955 0.9004
2 C 1.6780 2.6899 -0.6749
3 C 0.3234 2.5593 -1.3608
4 N -0.7339 2.0613 -0.4820
5 C -1.9874 1.9110 -1.2174
6 C -1.8644 0.9893 -2.4295
7 C -0.9002 2.9650 0.6527
8 C -1.9195 2.5178 1.6870
9 N -1.5813 1.2158 2.2358
10 C -2.1509 0.8716 3.3883
11 C -1.8437 -0.3742 4.0260
12 F -1.0653 -1.2633 3.3643
13 C -2.2729 -0.7387 5.2716
14 F -1.8677 -1.9290 5.7673
15 C -3.1008 0.0621 6.0398
16 C -3.5119 1.2275 5.4254
17 F -4.3784 2.0303 6.0840
18 C -3.0999 1.6134 4.1713
19 F -3.6938 2.7354 3.6763
20 H 2.4546 2.7880 -1.4364
21 H 1.8923 1.7959 -0.0848
22 H 1.7348 3.5626 -0.0219
23 H 0.4270 1.8538 -2.1821
24 H 0.0262 3.5387 -1.7848
25 H -2.3671 2.9033 -1.5246
26 H -2.7124 1.4728 -0.5310
27 H -1.4503 1.5003 -3.2998
28 H -2.8536 0.6087 -2.7024
29 H -1.2153 0.1408 -2.1869
30 H -1.1798 3.9755 0.2998
31 H 0.0615 3.0275 1.1623
32 H -2.9259 2.5196 1.2509
33 H -1.9111 3.2950 2.4567
34 H -3.4196 -0.2100 7.0347
35 C 1.5192 -3.5942 2.1297
36 N 1.5856 -2.3391 2.8591
37 C 2.4218 -1.3317 2.5238
38 S 2.0799 0.2543 2.9745
39 N 3.5488 -1.6912 1.8672
40 C 4.5903 -0.7323 1.5344
41 H 0.7217 -4.1944 2.5606
42 H 2.4562 -4.1505 2.2257
43 H 1.3016 -3.4344 1.0678
44 H 0.7255 -2.0190 3.2731
45 H 3.4581 -2.4705 1.2330
46 H 4.7560 -0.0909 2.3950
47 H 4.3138 -0.1240 0.6752
48 H 5.5018 -1.2909 1.3132
49 C 2.1144 1.0092 -5.4468
50 C 2.6098 0.5832 -4.0900
51 C 3.9114 0.8702 -3.6843
52 C 4.2305 0.5011 -2.3909
53 N 3.3856 -0.1193 -1.5812
54 C 2.1514 -0.4064 -2.0522
55 S 1.0422 -1.3150 -1.0896
56 N 1.7481 -0.0414 -3.3014
57 H 2.8244 0.7312 -6.2280
58 H 1.9956 2.0953 -5.4730
59 H 1.1497 0.5463 -5.6446
60 H 4.6188 1.3572 -4.3428
61 H 5.2117 0.7197 -1.9728
62 S -2.4470 -1.5912 0.5225
63 C -2.4021 -2.4547 -0.8883
64 N -3.4091 -2.2441 -1.8283
65 C -3.4313 -2.8458 -3.0309
66 C -2.4481 -3.7178 -3.3581
67 C -1.4520 -3.9387 -2.3748
68 N -1.4369 -3.3647 -1.2088
69 H -4.0937 -1.5513 -1.5660
70 H -4.2522 -2.5936 -3.6876
71 H -2.4303 -4.2189 -4.3135
72 H -0.6316 -4.6231 -2.5760

Values from the calculation:
Orbital gap ... 5.78 eV
LUMO ... 2.1 eV
Energy relative to the best compared isomer or geometry (same formula, charge and spin) ... 21.8 kcal per mole
E_tot ... -84704.9387 eV
HOMO level ... -3.68 eV
Total charge ... -1

---

(7)
The following is a DFT calculation (ωB97M-V/def2-TZVPD) of a structure of composition C24H32AsBiFN4O8S at a distorted geometry.

Element x y z (Å)
1 Bi -1.3018 0.5310 -0.1530
2 C -5.9587 0.8164 0.2959
3 C -4.7328 1.4761 0.8239
4 C -5.1331 2.7872 1.4514
5 O -3.8501 1.7880 -0.3087
6 C -3.9996 0.5385 1.8155
7 O -4.7073 -0.0465 2.6667
8 O -2.7124 0.5505 1.7727
9 H -6.3638 1.3108 -0.6327
10 H -6.7780 0.7336 0.9932
11 H -5.7662 -0.2108 0.0071
12 H -5.5944 3.4387 0.7075
13 H -4.2630 3.2275 1.9027
14 H -5.8621 2.6852 2.2982
15 H -3.4538 2.6721 -0.1372
16 C -1.9925 4.0619 -2.7602
17 As -0.5223 4.2867 -1.5541
18 C 1.2406 3.8141 -2.2428
19 C -0.4166 6.1925 -1.3514
20 S -0.7917 3.1184 0.3609
21 H -2.0916 4.9174 -3.4270
22 H -2.8879 3.8569 -2.1816
23 H -1.7828 3.2084 -3.3888
24 H 1.7696 3.2743 -1.4107
25 H 1.8099 4.6918 -2.5326
26 H 1.0994 3.2011 -3.1208
27 H -1.1859 6.6600 -1.9060
28 H 0.5633 6.5251 -1.7003
29 H -0.6024 6.5257 -0.3267
30 C 3.3950 -2.8362 3.1309
31 N 2.3673 -2.7667 2.1133
32 N 1.4211 -1.6692 2.0172
33 C 0.3113 -2.1824 1.3395
34 O -0.7603 -1.5467 1.1078
35 C 0.6221 -3.5318 0.9239
36 C 1.8665 -3.8548 1.4378
37 C 2.6374 -5.0940 1.2241
38 C 1.5876 -0.3790 2.5812
39 C 2.7589 0.3572 2.3503
40 C 2.8348 1.6335 2.8983
41 C 1.8491 2.1434 3.7412
42 C 0.6298 1.4374 3.8491
43 C 0.4927 0.1832 3.3121
44 H 3.0735 -2.8896 4.1677
45 H 4.0911 -1.9980 3.0255
46 H 3.9399 -3.7600 2.9200
47 H 0.0427 -4.1392 0.2497
48 H 2.2470 -5.5971 0.3449
49 H 2.5187 -5.7617 2.1590
50 H 3.7327 -4.8908 1.1067
51 H 3.5083 -0.0318 1.6879
52 H 3.7320 2.2501 2.7453
53 H 2.0394 3.0642 4.2986
54 H -0.2704 1.8891 4.2834
55 H -0.4205 -0.3966 3.4532
56 F 4.1647 -4.4217 -1.5856
57 C 2.9936 -4.0795 -2.1912
58 C 2.7994 -2.8571 -2.6953
59 N 1.5554 -2.4404 -3.1802
60 C 1.3187 -0.9738 -3.3488
61 C 0.5362 -0.2864 -2.1955
62 O 0.9337 -0.4165 -1.0055
63 O -0.4079 0.4927 -2.5644
64 C 0.6591 -3.3715 -3.6920
65 O -0.2834 -3.1519 -4.4488
66 N 1.0069 -4.6744 -3.3006
67 C 1.9342 -5.0893 -2.3789
68 O 1.8941 -6.1937 -1.8042
69 H 3.5779 -2.1106 -2.6786
70 H 0.6649 -0.8240 -4.2420
71 H 2.3478 -0.5233 -3.4929
72 H 0.3250 -5.3434 -3.6257

Values from the calculation:
Orbital gap ... 6.59 eV
LUMO ... -4.5 eV
Energy relative to the best compared isomer or geometry (same formula, charge and spin) ... 13.4 kcal per mole
E_tot ... -127973.0480 eV
HOMO level ... -11.12 eV
Total charge ... +1